18
Properties=species:S:1:pos:R:3:forces:R:3 method="wB97M-V/def2-TZVPD" orbital_gap_ev=11.42 smiles=CC1(C)CCC1 e_tot_ha=-235.78274 total_charge=0 lumo_energy_ev=1.03 multiplicity=1 fmax_ev_per_a=0.80
C -1.118 -1.006 0.568 -0.13 -0.09 0.03
C -0.333 0.111 -0.108 -0.18 -0.01 0.02
C -1.236 1.178 -0.693 -0.04 0.04 -0.03
C 0.728 0.594 0.899 0.05 0.10 0.16
C 1.746 -0.411 0.254 0.20 0.05 0.00
C 0.792 -0.497 -0.960 -0.01 -0.02 -0.27
H -1.741 -1.555 -0.147 0.05 0.05 0.10
H -0.421 -1.710 1.041 -0.21 0.02 -0.12
H -1.757 -0.597 1.359 0.00 -0.07 -0.12
H -1.884 0.791 -1.488 0.09 0.00 0.10
H -0.646 2.007 -1.101 -0.10 -0.13 0.02
H -1.878 1.577 0.102 0.03 0.02 -0.15
H 1.027 1.638 0.754 -0.07 -0.16 0.01
H 0.350 0.459 1.930 0.77 0.03 -0.23
H 1.905 -1.315 0.857 -0.15 0.16 -0.36
H 2.720 -0.035 -0.093 -0.21 0.04 0.72
H 0.585 -1.443 -1.469 0.09 -0.02 0.19
H 1.160 0.213 -1.706 -0.18 -0.02 -0.07